Below is C39H52BCeN10O2S3 as an isolated structure in a non-equilibrium geometry, with properties calculated with ωB97M-V with the def2-TZVPD basis set.

Structure (XYZ):
```
108
C39H52BCeN10O2S3 | the OMol25 dataset | ωB97M-V with the def2-TZVPD basis set
Ce -0.2076 0.1226 1.4996
C -1.4643 1.1180 4.3939
N -0.0763 1.1883 3.9102
C 0.8595 0.6906 4.8733
C 1.3045 -0.7442 4.6818
C 1.4585 -1.6839 5.7153
C 1.6727 -3.0113 5.3481
C 1.6867 -3.3736 3.9930
C 1.5221 -2.4235 3.0364
N 1.2178 -1.1457 3.3852
C 0.2415 2.6664 3.6955
C 1.4677 2.9284 2.8237
C 2.1885 4.0857 2.9637
C 3.2508 4.3181 2.0298
C 3.4866 3.4132 1.0424
C 2.6680 2.2585 0.9913
N 1.6826 2.0437 1.8273
C -1.9981 -0.3109 4.3683
C -2.7064 -0.7769 5.5132
C -3.3152 -2.0088 5.4428
C -3.2442 -2.7612 4.2982
C -2.4099 -2.2754 3.2741
N -1.8179 -1.0717 3.3141
H -2.0754 1.7466 3.7061
H -1.5552 1.5741 5.4431
H 0.4435 0.7932 5.9167
H 1.7537 1.3120 4.9344
H 1.4211 -1.3496 6.7666
H 1.7009 -3.8763 6.0086
H 1.8260 -4.4042 3.6683
H 1.3512 -2.6222 1.9810
H 0.2054 3.2735 4.6609
H -0.5654 3.0487 3.0917
H 2.0916 4.6415 3.8708
H 3.9279 5.1758 2.1347
H 4.2067 3.4778 0.2507
H 2.7151 1.5664 0.1507
H -2.9106 -0.0800 6.3259
H -3.9654 -2.3395 6.2828
H -3.8037 -3.7128 4.3132
H -2.1659 -2.9486 2.4398
C 5.5531 -0.4414 -3.3864
C 4.8143 -0.6804 -2.0555
C 4.9687 -2.1863 -1.7217
C 5.4768 0.1561 -0.9077
N 3.3741 -0.2673 -2.2524
C 2.9986 0.5266 -3.3119
C 1.7031 0.8236 -3.1935
N 1.2646 0.2946 -2.0489
B -0.2600 0.0835 -1.7692
N -1.0365 1.2228 -2.5602
C -1.5994 1.0155 -3.7921
C -2.3062 2.1143 -4.1971
N -2.1909 3.0045 -3.1644
C -1.4281 2.4324 -2.1984
S -0.7049 3.1772 -0.7631
C -2.9005 4.3473 -3.1942
C -3.7277 4.4470 -4.4573
C -1.7777 5.3838 -3.2146
C -3.6860 4.5523 -1.8748
N -0.7153 -1.2801 -2.2088
C -0.2205 -2.0392 -3.2664
C -0.8347 -3.2110 -3.2221
N -1.7385 -3.2074 -2.1196
C -1.5337 -2.0513 -1.4407
S -2.2922 -1.5539 -0.0179
C -2.4883 -4.3989 -1.6125
C -1.8267 -5.0585 -0.3937
C -3.9217 -4.0507 -1.4799
C -2.3265 -5.5118 -2.7157
C 2.2822 -0.3142 -1.4305
S 2.0122 -1.2235 0.0930
H 6.6373 -0.7232 -3.2914
H 5.5836 0.5539 -3.7962
H 5.1406 -1.0679 -4.1371
H 6.0372 -2.4342 -1.4915
H 4.6328 -2.7678 -2.6492
H 4.4313 -2.4153 -0.8220
H 6.5445 0.0418 -0.8764
H 5.1167 -0.0719 0.0820
H 5.4440 1.2054 -1.0305
H 3.5830 0.6816 -4.1749
H 1.1168 1.4922 -3.7491
H -0.5553 0.3009 -0.7018
H -1.4360 0.0713 -4.2721
H -2.8912 2.3470 -5.0610
H -3.1002 4.2740 -5.2967
H -4.0404 5.4947 -4.5295
H -4.5980 3.7760 -4.4413
H -1.1141 5.2028 -4.0861
H -1.2716 5.4109 -2.2479
H -2.2214 6.4309 -3.3593
H -4.5283 3.8927 -1.7274
H -4.0508 5.5445 -1.9507
H -3.0878 4.3089 -0.9961
H 0.5616 -1.7308 -4.0110
H -0.7288 -4.0478 -3.8303
H -1.8237 -4.3192 0.4157
H -0.7831 -5.4944 -0.6016
H -2.4203 -5.9484 -0.0847
H -4.2341 -3.3102 -0.7419
H -4.4950 -4.9670 -1.2756
H -4.2698 -3.6949 -2.4555
H -1.2621 -5.7768 -2.8376
H -2.7109 -5.2126 -3.6883
H -2.8105 -6.4480 -2.4646
O -1.5570 1.7801 1.2612
O -1.8396 2.9926 0.4311
```

## Properties
Kohn-Sham gap (spin up / spin down): 0.28277 / 0.28326 Ha
HOMO level (spin up / spin down): -12.42 / -12.42 eV
Total energy: -106385.3420 eV
Net charge: +2
Largest force on an atom: 0.057 hartree/bohr
LUMO energy (spin up / spin down): -4.72 / -4.71 eV
2S+1: 2